[1]
Here is C41H34FN12O8PbS as an isolated structure in a non-equilibrium geometry from the Open Molecules 2025 dataset. Energies are from ωB97M-V/def2-TZVPD.

Each line ends with the Löwdin charge.
Geometry (Å):
Pb  1.4068  0.2274  -0.9967  1.445
O  0.9230  3.6763  1.8889  0.011
C  0.7657  2.8002  1.0337  -0.513
N  1.6925  2.0056  0.5025  -0.109
C  3.0158  2.1399  1.0685  -0.175
C  3.6407  0.7926  1.3296  -0.265
C  4.5989  0.6230  2.3217  -0.008
C  5.1723  -0.6222  2.5018  -0.046
C  4.7740  -1.6738  1.6896  -0.043
C  3.8128  -1.4365  0.7262  -0.103
N  3.2668  -0.2279  0.5532  -0.009
C  -0.6603  2.5866  0.5376  -0.189
C  -1.6349  3.5067  0.9135  0.007
C  -2.9423  3.2926  0.5210  -0.053
C  -3.2506  2.1566  -0.2182  -0.069
C  -2.2168  1.2970  -0.5447  -0.170
N  -0.9499  1.5110  -0.1918  0.043
H  2.9931  2.7168  1.9948  0.117
H  3.6818  2.6843  0.3835  0.130
H  4.8760  1.4651  2.9417  0.121
H  5.9179  -0.7732  3.2717  0.113
H  5.1943  -2.6635  1.7971  0.110
H  3.4518  -2.2108  0.0616  0.113
H  -1.3313  4.3547  1.5100  0.118
H  -3.7170  4.0021  0.7841  0.107
H  -4.2580  1.9451  -0.5499  0.089
H  -2.4087  0.3909  -1.1133  0.105
F  -2.9535  0.9006  4.1765  0.066
C  -2.9580  -0.1161  3.2827  -0.188
C  -1.8481  -0.3436  2.5227  0.087
C  -1.8276  -1.4196  1.6336  -0.048
C  -0.6213  -1.6318  0.8154  -0.311
O  0.3198  -0.8310  0.9605  -0.110
C  -0.6665  -2.7538  -0.0759  -0.021
C  -1.7868  -3.5265  -0.0880  0.047
N  -2.9178  -3.2986  0.6235  0.008
C  -4.0341  -4.2074  0.5067  -0.262
C  -5.3085  -3.7063  -0.1136  -0.095
C  -4.4319  -4.6677  -0.8599  -0.077
C  -2.9504  -2.2490  1.5242  -0.114
C  -4.0839  -1.9862  2.3058  0.071
C  -4.0991  -0.9217  3.1856  -0.156
N  -5.2761  -0.7020  3.9634  -0.094
C  -5.6374  0.6549  4.3218  -0.154
C  -7.1138  0.6986  4.6608  -0.079
N  -7.3600  -0.2467  5.8121  0.059
C  -6.9249  -1.6507  5.4727  -0.083
C  -5.4635  -1.6185  5.0722  -0.141
C  0.4624  -3.1935  -1.0067  -0.650
O  0.4399  -4.3621  -1.3843  0.022
O  1.3014  -2.2941  -1.3194  -0.207
H  -0.9732  0.2886  2.6053  0.144
H  -1.7894  -4.4050  -0.7198  0.146
H  -4.1098  -4.9232  1.3173  0.155
H  -5.3082  -2.6800  -0.4557  0.113
H  -6.2454  -4.0615  0.2924  0.104
H  -3.8755  -4.2794  -1.7007  0.113
H  -4.7509  -5.6945  -0.9589  0.112
H  -4.9735  -2.5901  2.2003  0.118
H  -5.4589  1.3253  3.4826  0.148
H  -5.0578  1.0451  5.1711  0.132
H  -7.7280  0.3402  3.8367  0.142
H  -7.4435  1.6867  4.9752  0.140
H  -8.3408  -0.2309  6.0908  0.184
H  -6.8199  0.0769  6.6186  0.182
H  -7.5547  -1.9679  4.6434  0.141
H  -7.1110  -2.2733  6.3453  0.139
H  -5.1671  -2.6246  4.7818  0.140
H  -4.8463  -1.3409  5.9445  0.144
O  10.2677  1.3294  -2.2902  -0.357
S  10.5099  0.2241  -3.1780  0.901
O  9.3216  -0.6717  -3.4149  -0.295
O  10.6331  0.9254  -4.7490  -0.151
C  9.4908  1.4252  -5.1994  -0.458
N  9.5398  2.0996  -6.3501  0.172
C  8.3779  2.5542  -6.7858  -0.090
C  7.1715  2.3780  -6.1181  0.016
C  7.2101  1.6677  -4.9288  -0.181
N  8.3849  1.2095  -4.5136  0.179
C  6.0379  1.4136  -4.0632  -0.130
C  4.7406  1.5058  -4.5547  0.007
C  3.6863  1.2696  -3.6906  -0.129
N  3.8465  0.9596  -2.4065  0.001
C  5.0919  0.8654  -1.9438  -0.107
C  6.2137  1.0793  -2.7276  0.028
H  8.4020  3.0971  -7.7242  0.120
H  6.2580  2.8084  -6.4985  0.109
H  4.5337  1.7338  -5.5905  0.113
H  2.6637  1.3246  -4.0501  0.100
H  5.2001  0.6001  -0.8993  0.101
H  7.2021  0.9855  -2.3009  0.111
O  -0.2661  1.5003  -3.7599  0.114
N  -1.4380  1.4046  -3.5913  0.027
C  -2.4861  1.4761  -4.3447  -0.238
C  -2.3656  1.7626  -5.7415  -0.143
N  -2.2490  1.9893  -6.8607  0.205
C  -3.7458  1.2487  -3.7074  -0.160
N  -4.7541  1.0486  -3.1970  0.192

Its energy above the lowest of the compared OMol25 structures with the same formula, charge and spin is 190.69 kJ/mol. As for the energy: -96119.62694 eV. The calculation puts the HOMO-LUMO gap (alpha / beta) at 0.2091 / 0.2003 hartree. The net charge is +1. The calculation puts the highest occupied orbital energy (alpha / beta) at -9.80 / -9.80 eV.

[2]
Here is a 3-piece molecular cluster, C50H77N4O8 overall in a non-equilibrium geometry from the Open Molecules 2025 dataset. Energies are from ωB97M-V/def2-TZVPD.

Each line ends with the Löwdin charge.
Geometry (Å):
C  1.4873  -3.4830  7.7710  0.029
C  0.0433  -3.1018  7.8727  -0.510
O  -0.3518  -2.0966  8.3958  0.145
O  -0.8450  -4.0172  7.3406  -0.014
C  -1.5392  -3.5830  6.1882  -0.163
C  -0.6956  -3.7364  4.9171  -0.056
C  -1.1444  -2.8895  3.7620  -0.104
N  -1.4572  -3.5685  2.6291  0.199
C  -1.8822  -3.0297  1.4782  -0.113
C  -2.1770  -3.9286  0.3157  -0.091
C  -1.1864  -5.0773  0.1056  -0.176
C  0.0350  -4.6435  -0.7112  -0.176
C  -0.2799  -4.4053  -2.1820  -0.258
O  0.8307  -3.8007  -2.8360  -0.057
C  -2.0280  -1.6511  1.4375  -0.033
C  -2.4771  -0.9867  0.1878  -0.219
C  -1.5129  -0.4210  -0.6342  -0.022
C  -1.8833  0.1986  -1.8125  -0.052
C  -3.2204  0.2470  -2.1675  -0.053
C  -4.1821  -0.3228  -1.3527  -0.055
C  -3.8174  -0.9366  -0.1692  -0.023
C  -1.7043  -0.9114  2.5856  0.054
C  -1.9185  0.5790  2.4756  -0.435
O  -1.0682  1.3494  2.1257  0.185
O  -3.2001  0.8857  2.7477  0.020
C  -3.4196  2.0669  3.5503  -0.090
C  -4.9054  2.3860  3.5661  -0.350
O  -5.2629  3.0378  2.3520  -0.011
C  -5.7941  1.1613  3.7854  -0.233
N  -5.9106  0.6868  5.1581  0.016
C  -1.2350  -1.5092  3.7569  -0.056
C  -0.8280  -0.6958  4.9553  -0.098
C  0.2420  0.3889  4.6694  -0.135
C  1.5538  0.1358  5.4560  -0.134
C  2.7584  0.4782  4.6194  -0.248
C  3.5080  -0.5264  4.0132  -0.050
C  4.5855  -0.2057  3.2030  -0.077
C  4.9126  1.1206  2.9927  -0.080
C  4.1789  2.1309  3.5955  -0.065
C  3.1086  1.8056  4.4128  -0.034
H  2.0554  -2.9189  8.5012  0.098
H  1.8544  -3.2679  6.7664  0.075
H  1.6181  -4.5516  7.9270  0.097
H  -1.9208  -2.5738  6.3302  0.118
H  -2.4025  -4.2400  6.1109  0.140
H  0.3625  -3.5406  5.0928  0.127
H  -0.7575  -4.7842  4.6221  0.128
H  -1.3773  -4.5766  2.6574  0.160
H  -3.2132  -4.2653  0.3763  0.143
H  -2.1294  -3.2854  -0.5599  0.103
H  -1.6907  -5.8861  -0.4229  0.124
H  -0.8309  -5.5208  1.0378  0.099
H  0.7680  -5.4484  -0.6510  0.121
H  0.5151  -3.7628  -0.2783  0.121
H  -0.4408  -5.3637  -2.6734  0.126
H  -1.1604  -3.7712  -2.2980  0.110
H  0.6400  -2.8740  -2.9945  0.075
H  -0.4680  -0.4686  -0.3579  0.131
H  -1.1309  0.6303  -2.4557  0.113
H  -3.4985  0.7323  -3.0926  0.107
H  -5.2188  -0.2942  -1.6543  0.112
H  -4.5679  -1.3908  0.4637  0.125
H  -2.8848  2.9213  3.1425  0.140
H  -3.0506  1.8845  4.5622  0.131
H  -5.0564  3.1076  4.3683  0.155
H  -4.9803  2.4804  1.6186  0.094
H  -6.7896  1.4451  3.4480  0.124
H  -5.4786  0.3415  3.1432  0.107
H  -6.3815  1.3657  5.7386  0.073
H  -5.0097  0.4719  5.5630  0.056
H  -0.4187  -1.3399  5.7274  0.079
H  -1.7285  -0.2572  5.3923  0.132
H  0.5029  0.4003  3.6169  0.107
H  -0.1490  1.3549  4.9764  0.118
H  1.6186  -0.9196  5.7318  0.091
H  1.5604  0.7117  6.3795  0.125
H  3.2306  -1.5568  4.1977  0.100
H  5.1667  -0.9960  2.7508  0.103
H  5.7398  1.3853  2.3498  0.098
H  4.4526  3.1630  3.4425  0.089
H  2.5472  2.5997  4.8883  0.117
C  -4.6268  -2.8162  -6.9629  -0.014
C  -4.2024  -1.3353  -7.1035  -0.481
C  -3.8407  -0.9947  -8.5534  -0.138
C  -2.4979  -1.5606  -9.0040  -0.167
C  -1.3922  -1.1094  -8.0531  -0.132
C  -1.6781  -1.4749  -6.5962  -0.488
N  -3.0506  -1.0089  -6.2002  -0.087
O  -3.0423  0.2394  -5.8922  -0.037
C  -1.5024  -2.9921  -6.4067  -0.038
C  -0.6590  -0.8104  -5.6781  -0.044
C  -5.4143  -0.5052  -6.6992  -0.048
H  -4.9622  -3.2176  -7.9191  0.092
H  -3.8442  -3.4665  -6.5912  0.049
H  -5.4523  -2.9086  -6.2567  0.081
H  -3.8129  0.0940  -8.6627  0.126
H  -4.6426  -1.3503  -9.2022  0.123
H  -2.5426  -2.6517  -9.0629  0.108
H  -2.2750  -1.2081  -10.0121  0.116
H  -0.4362  -1.5522  -8.3403  0.127
H  -1.2754  -0.0245  -8.1361  0.128
H  -1.8729  -3.3095  -5.4301  0.085
H  -0.4418  -3.2380  -6.4567  0.089
H  -1.9921  -3.5865  -7.1737  0.067
H  -0.6218  0.2672  -5.8174  0.082
H  0.3297  -1.2137  -5.8966  0.090
H  -0.8918  -1.0140  -4.6297  0.071
H  -5.6462  -0.6409  -5.6420  0.086
H  -6.2709  -0.8426  -7.2840  0.095
H  -5.2710  0.5564  -6.8858  0.080
C  7.7662  4.4307  -0.6113  -0.013
C  6.4212  3.7660  -0.9874  -0.481
C  5.8861  4.3028  -2.3194  -0.141
C  5.3134  5.7132  -2.2320  -0.169
C  4.2361  5.7780  -1.1525  -0.135
C  4.7356  5.3058  0.2131  -0.486
N  5.3960  3.9578  0.0908  -0.085
O  4.5174  3.0181  0.0554  -0.034
C  5.6839  6.3685  0.7978  -0.039
C  3.5746  5.1983  1.1943  -0.041
C  6.7129  2.2793  -1.1500  -0.049
H  8.2618  4.8349  -1.4942  0.091
H  7.6747  5.2339  0.1096  0.050
H  8.4374  3.7002  -0.1595  0.082
H  5.0998  3.6309  -2.6785  0.123
H  6.6895  4.2615  -3.0568  0.122
H  6.1092  6.4362  -2.0334  0.108
H  4.8804  5.9904  -3.1945  0.115
H  3.8611  6.7985  -1.0500  0.126
H  3.3872  5.1589  -1.4600  0.125
H  6.1989  5.9894  1.6818  0.093
H  5.1010  7.2383  1.0993  0.088
H  6.4271  6.7267  0.0899  0.066
H  2.7792  4.5504  0.8326  0.082
H  3.1449  6.1873  1.3531  0.089
H  3.9126  4.8187  2.1578  0.067
H  7.0014  1.8308  -0.1986  0.083
H  7.5443  2.1678  -1.8472  0.094
H  5.8606  1.7301  -1.5435  0.078

The expectation value of S² is 2.008. Its spin multiplicity is 3. As for the energy: -75430.83247 eV. The calculation puts the HOMO-LUMO gap (alpha / beta) at 0.2219 / 0.2597 hartree. The net charge is +1. The calculation puts the highest occupied orbital energy (alpha / beta) at -9.70 / -10.73 eV.